Below is a molecular structure, C21H41AsN2PS4SiTc, with properties calculated with ωB97M-V/def2-TZVPD.

For the HOMO-LUMO gap (alpha / beta), the calculation gives 5.522 / 5.521 eV. The electronic energy comes out at -5473.9483 a.u. For the molar mass, the calculation gives 681.8 Da. The HOMO energy (alpha / beta) comes out at -14.0 / -14.0 eV. The total charge is +2.

Geometry (Å):
Tc -1.660 0.233 0.547
As -4.221 -0.095 -1.814
S -3.653 1.127 -0.042
S -5.918 -1.301 -1.239
S -3.976 -2.224 -1.399
S -3.939 0.694 -3.651
P 1.047 0.661 -1.410
Si -2.189 -2.549 2.490
N -0.415 0.673 -0.519
N -1.786 -0.776 2.149
C -1.224 0.206 2.945
C 2.175 2.318 -3.351
C 2.116 -1.216 -3.201
C 2.379 2.540 0.154
C -1.681 1.533 2.737
C 0.509 1.014 4.381
C 1.421 -2.041 -0.926
C -0.318 -1.503 -2.608
C -0.958 2.617 3.309
C -4.018 -2.571 2.480
C 0.830 1.998 -2.678
C 2.113 0.313 1.177
C -1.504 -3.089 4.100
C -0.160 1.493 -3.738
C -1.393 -3.450 1.089
C -0.115 -0.043 3.794
C 0.222 3.263 -2.033
C 0.099 2.355 4.120
C 2.383 1.030 -0.154
C 1.072 -1.085 -2.081
C 3.760 0.629 -0.709
H -0.308 -3.502 1.220
H 1.262 -3.059 -1.288
H 3.104 2.702 0.954
H -4.426 -1.967 3.296
H 0.967 3.894 -1.559
H 3.973 1.077 -1.678
H 2.633 1.449 -3.821
H -1.111 1.164 -3.323
H 3.890 -0.448 -0.785
H 2.899 2.771 -2.677
H 1.343 0.837 5.049
H 2.185 -2.275 -3.462
H -1.807 -2.443 4.927
H 0.231 -1.057 3.946
H -2.669 1.707 2.325
H -4.415 -2.193 1.536
H -0.416 -3.188 4.107
H 0.259 0.701 -4.355
H -1.605 -2.987 0.122
H 1.410 2.896 0.510
H -1.927 -4.081 4.290
H -1.304 3.631 3.159
H 1.825 -0.680 -4.102
H 2.460 -1.965 -0.614
H 2.266 -0.761 1.132
H 1.973 3.044 -4.142
H 0.778 -1.904 -0.055
H -0.564 -1.079 -3.575
H -1.771 -4.476 1.038
H -0.236 3.842 -2.836
H -0.568 3.044 -1.314
H 3.111 -0.890 -2.904
H 0.615 3.172 4.609
H 2.823 0.716 1.903
H -4.380 -3.596 2.616
H -0.375 2.336 -4.396
H 2.689 3.150 -0.689
H -0.306 -2.590 -2.717
H 4.514 1.000 -0.011
H 1.116 0.516 1.570
H -1.135 -1.262 -1.924

Below is a molecular structure, C21H41EuIN2Si4 in a non-equilibrium geometry, with properties calculated with ωB97M-V/def2-TZVPD.

For the HOMO-LUMO gap (alpha / beta), the calculation gives 5.154 / 5.137 eV. The electronic energy comes out at -3100.3923 a.u. Its expectation value of S² is 15.76. For the molar mass, the calculation gives 712.8 Da. The HOMO energy (alpha / beta) comes out at -6.2 / -6.2 eV. The spin multiplicity is 8.

Geometry (Å):
Eu 1.125 1.436 -1.574
I -0.083 3.992 -0.375
Si 1.862 -0.300 1.747
Si -1.122 -2.237 1.094
Si -1.427 0.963 2.580
Si -0.271 -0.109 0.845
N -1.329 1.105 -2.673
N 0.739 -0.745 -2.915
C -2.790 -0.292 -4.023
C 1.873 -0.591 3.617
C -3.625 1.760 -3.084
C 1.529 -2.942 -3.524
C -2.901 1.666 1.649
C -0.465 -1.031 -3.517
C -0.435 2.449 3.173
C -0.395 -3.359 -0.225
C 2.719 1.332 1.343
C -1.987 0.002 4.115
C -0.882 -3.140 2.737
C 2.764 -1.744 0.952
C -1.549 -0.028 -3.409
C -2.957 -2.116 0.711
C 3.415 4.555 -0.853
C 1.716 -1.686 -2.926
C -3.830 0.641 -3.871
C -0.679 -2.252 -4.179
C 4.523 3.577 -1.193
C 0.324 -3.225 -4.186
C -2.374 1.949 -2.487
H -3.120 -1.709 -0.298
H -1.363 -2.664 3.602
H 4.207 2.805 -1.916
H 3.644 1.321 1.946
H -0.790 -3.108 -1.217
H 2.342 -3.680 -3.476
H 2.673 -1.407 -2.438
H -1.328 -4.145 2.639
H -4.415 2.524 -2.916
H 1.418 -1.548 3.918
H 4.933 3.107 -0.297
H 2.851 -1.646 -0.140
H -0.256 3.138 2.330
H -2.914 -1.204 -4.609
H 2.926 -0.621 3.947
H -1.621 -2.427 -4.684
H 0.157 -4.173 -4.690
H -2.534 0.692 4.783
H 3.741 5.249 -0.054
H 3.042 1.500 0.290
H -2.167 2.795 -1.830
H 2.283 -2.711 1.166
H -1.142 -0.403 4.696
H 5.347 4.140 -1.651
H 3.785 -1.779 1.367
H 2.112 2.199 1.652
H 0.699 -3.326 -0.288
H 3.142 5.190 -1.707
H -0.690 -4.396 0.003
H -3.561 0.892 1.232
H -3.526 -1.498 1.418
H 2.473 4.087 -0.481
H 1.378 0.201 4.199
H -3.388 -3.130 0.730
H -3.485 2.289 2.344
H 0.531 2.200 3.635
H -4.780 0.449 -4.379
H -1.049 2.982 3.917
H -2.670 -0.831 3.883
H -2.549 2.311 0.827
H 0.176 -3.295 2.996

Below is a molecular structure, C21H42AsF7O21Rb in a non-equilibrium geometry, with properties calculated with ωB97M-V/def2-TZVPD.

For the HOMO-LUMO gap, the calculation gives 6.806 eV. The electronic energy comes out at -5364.5143 a.u. Its energy above the lowest of the compared OMol25 structures with the same formula, charge and spin is 0.00 kJ/mol. For the molar mass, the calculation gives 923.9 Da. The HOMO energy comes out at -5.1 eV. The total charge is -1.

Geometry (Å):
Rb 0.598 0.495 -0.421
As -1.413 -0.820 -4.248
F 0.144 -1.631 -4.670
F -2.551 0.716 0.390
F -2.889 0.040 -3.860
F -0.834 0.773 -4.968
F -2.154 -1.432 -5.741
F -0.676 -0.214 -2.770
F -1.895 -2.234 -3.287
O -2.509 -4.226 1.167
O 1.562 -2.266 -0.655
O -4.225 0.888 6.207
O -3.963 -3.356 -0.350
O 3.218 0.246 -1.841
O -2.618 0.843 4.692
O -4.650 -0.229 4.306
O -3.616 -5.609 -0.073
O 1.342 4.668 -0.689
O 4.366 1.242 -0.247
O 5.140 1.486 -2.377
O 0.029 4.723 1.004
O 1.015 -0.123 4.081
O 1.613 -0.409 1.951
O 1.672 3.174 1.086
O 1.435 -4.537 -1.297
O 3.407 -3.644 -1.004
O 0.868 3.426 -4.574
O 0.874 2.733 -2.396
O 1.542 -2.157 3.507
O -1.004 3.384 -3.399
C -1.963 3.064 -2.397
C 4.360 0.956 -1.568
C 2.045 -3.375 -0.911
C 0.191 3.928 -5.718
C 0.976 1.321 4.001
C 0.307 3.192 -3.382
C 1.400 -0.867 3.063
C -5.331 0.483 6.945
C -2.140 0.233 3.539
C 5.351 2.164 0.207
C 2.850 0.028 -3.126
C 4.320 -2.570 -0.507
C -3.937 0.497 4.984
C 2.724 4.578 -1.198
C 1.051 4.063 0.510
C 1.777 -3.249 2.612
C -2.052 -2.924 1.480
C 0.076 -4.429 -1.653
C -3.488 -4.308 0.271
C -4.470 -5.995 -1.116
C -0.900 4.143 1.863
H -1.804 -2.191 0.712
H -1.812 3.617 -1.470
H -5.136 -0.563 7.180
H -1.240 -3.101 2.185
H 0.099 5.001 -5.552
H -5.288 0.966 7.921
H 2.966 3.715 -1.817
H -0.787 3.455 -5.806
H -1.461 0.877 2.979
H 5.647 1.855 1.209
H 2.886 5.365 -1.934
H -1.600 -0.692 3.738
H -2.830 -0.006 2.729
H 0.800 3.712 -6.596
H -2.953 -2.601 2.001
H -0.235 -3.636 -2.334
H -1.493 3.389 1.346
H -2.963 3.357 -2.717
H 3.407 4.753 -0.366
H 2.599 0.926 -3.690
H -0.658 -4.561 -0.857
H -0.427 3.720 2.749
H 4.530 -1.731 -1.171
H -1.556 4.919 2.257
H 3.718 -0.477 -3.550
H 2.019 -0.664 -3.263
H 1.913 -4.095 3.285
H 1.897 1.831 4.284
H 0.661 1.505 2.973
H 6.304 2.010 -0.299
H -4.293 -6.975 -1.560
H -0.037 -5.284 -2.319
H -5.483 -5.776 -0.780
H 0.235 1.762 4.668
H 0.916 -3.461 1.978
H 5.297 -3.017 -0.323
H 2.687 -3.237 2.011
H -1.980 1.976 -2.332
H 3.978 -2.063 0.395
H -4.305 -5.294 -1.935
H 5.098 3.224 0.211
H -6.288 0.606 6.437

Below is a molecular structure, C21H42Br2F6O11S6 in a non-equilibrium geometry, with properties calculated with ωB97M-V/def2-TZVPD.

For the HOMO-LUMO gap, the calculation gives 8.940 eV. The electronic energy comes out at -9789.1759 a.u. For the molar mass, the calculation gives 936.8 Da. The HOMO energy comes out at -8.6 eV.

Geometry (Å):
Br 1.433 -1.703 -1.362
Br -1.917 2.433 -2.083
S 4.210 1.055 2.802
S -2.254 2.407 0.835
S 6.975 -1.507 -1.097
S -1.006 4.902 -4.800
S 0.159 -5.728 0.732
S -5.109 6.575 4.365
F -2.533 -5.688 -0.520
F -2.281 0.545 2.734
F -3.658 -5.218 -2.313
F -2.577 2.576 3.351
F -4.205 1.530 2.415
F -4.698 -5.688 -0.476
O -2.965 -0.655 0.272
O -0.862 2.653 1.040
O -2.992 3.612 0.604
O -4.969 8.053 4.420
O -0.839 3.439 -4.567
O -5.250 -0.632 0.067
O -0.028 -4.257 0.822
O -3.926 1.100 -0.658
O 3.067 0.117 2.645
O 5.522 -1.304 -1.306
O -2.570 -2.926 -1.137
C 1.607 -6.011 -0.296
C -1.985 -0.120 -0.608
C 0.779 -1.707 1.349
C -2.543 1.325 -0.657
C 0.925 -6.253 2.273
C -3.640 -3.619 -0.578
C 7.279 -3.278 -1.108
C -3.611 -5.065 -0.987
C 7.799 -1.170 -2.658
C -4.590 5.936 5.964
C -2.889 1.681 2.429
C 0.053 -1.536 0.027
C -0.597 -0.155 -0.001
C 0.004 5.315 -6.225
C -2.882 -1.983 -2.131
C 5.157 0.994 1.278
C -2.008 -0.742 -2.006
C 5.437 0.217 3.815
C -3.700 5.942 3.451
C -4.163 -0.129 -0.099
C -2.590 5.122 -5.616
H -3.688 4.854 3.482
H 2.444 -5.422 0.080
H 1.191 -7.308 2.202
H 5.649 -0.766 3.394
H 1.368 -2.608 1.356
H 8.856 -1.421 -2.571
H 1.362 -5.697 -1.308
H 5.394 -0.039 1.027
H 6.345 0.820 3.854
H 1.048 5.196 -5.941
H 8.352 -3.461 -1.071
H 5.027 0.109 4.816
H -3.608 6.336 6.216
H -1.011 -0.998 -2.326
H 6.846 -3.718 -2.006
H -4.561 4.847 5.925
H -3.540 -3.598 0.502
H 1.851 -7.073 -0.289
H -0.638 -2.352 -0.105
H -2.699 6.163 -5.919
H 1.810 -5.648 2.469
H 7.332 -1.752 -3.452
H -3.931 -1.697 -2.153
H -0.232 4.642 -7.049
H -2.669 -2.420 -3.103
H -4.621 -3.221 -0.813
H -0.182 6.350 -6.510
H -5.319 6.256 6.705
H 6.071 1.576 1.399
H -3.371 4.866 -4.902
H 0.200 -6.111 3.071
H 7.693 -0.108 -2.870
H -2.651 4.462 -6.481
H 0.036 0.566 -0.493
H 6.805 -3.704 -0.226
H -0.683 0.154 1.030
H -3.794 6.265 2.417
H -2.379 -0.043 -2.740
H -2.780 6.344 3.876
H 1.470 -0.878 1.443
H 0.087 -1.643 2.178
H 4.552 1.428 0.485

Question: Which of these has the highest electronic energy?
Answer: C21H41EuIN2Si4

Question: electronic energy of number 2 (C21H41EuIN2Si4)?
Answer: -3100.3923 a.u.

Question: Which formula does entry 3 have?
Answer: C21H42AsF7O21Rb